# C24H28FN5

A 4-piece molecular cluster, C24H28FN5 overall (ωB97M-V/def2-TZVPD, the OMol25 dataset).

```
58
C24H28FN5 | the OMol25 dataset | ωB97M-V/def2-TZVPD
C -2.557 -3.540 -1.032
C -2.072 -2.589 0.251
C -2.903 -1.166 0.344
F -4.246 -1.448 -0.289
C -2.210 0.083 -0.460
C -1.492 -0.425 -1.883
N -0.929 -0.850 -2.990
C -3.301 1.252 -0.942
C -4.366 1.677 0.228
C -1.039 0.880 0.366
C -0.291 0.005 1.533
N 0.121 -0.665 2.577
H -2.926 -2.898 -1.939
H -3.460 -4.233 -0.694
H -1.659 -4.260 -1.301
H -2.395 -3.208 1.219
H -0.909 -2.472 0.322
H -3.112 -0.904 1.486
H -2.645 2.221 -1.183
H -3.802 0.844 -1.935
H -4.369 2.830 0.495
H -5.452 1.449 -0.213
H -4.253 1.104 1.242
H -1.456 1.921 0.759
H -0.199 1.171 -0.430
N 3.725 -1.320 -2.675
C 4.548 -1.530 -3.725
C 4.123 -1.556 -5.044
C 2.770 -1.359 -5.303
C 1.898 -1.143 -4.242
C 2.418 -1.131 -2.958
H 5.593 -1.681 -3.471
H 4.828 -1.726 -5.849
H 2.399 -1.374 -6.324
H 0.838 -0.988 -4.410
H 1.778 -0.963 -2.096
N 6.101 -0.691 1.033
C 6.002 -1.349 -0.143
C 6.958 -2.233 -0.615
C 8.089 -2.456 0.163
C 8.221 -1.792 1.379
C 7.210 -0.929 1.767
H 5.103 -1.139 -0.715
H 6.824 -2.736 -1.566
H 8.861 -3.142 -0.174
H 9.091 -1.944 2.008
H 7.265 -0.390 2.709
N -4.006 3.219 3.111
C -5.328 3.093 3.356
C -6.048 3.957 4.166
C -5.371 5.013 4.766
C -4.008 5.168 4.535
C -3.376 4.255 3.706
H -5.811 2.251 2.868
H -7.110 3.809 4.326
H -5.901 5.710 5.409
H -3.452 5.981 4.988
H -2.314 4.336 3.492
```

## Properties
* E_HOMO: -9.3 eV
* calculated total energy: -35502.4619 eV
* 2S+1: 1
* molar mass: 405.52 g/mol
* SMILES: CC[C@H](F)[C@@](C#N)(CC)CC#N.c1ccncc1.c1ccncc1.c1ccncc1
* net charge: 0